Entry 1:
The following is a quantum chemistry calculation of a 7-piece molecular cluster, C34H74FIN9O8S4 overall, from the Open Molecules 2025 dataset.

Last column: Löwdin charge in e.
Atoms and positions in Å:
C: -4.164 -1.184 -9.211  -0.10
C: -2.661 -0.880 -9.259  -0.26
C: -2.311 0.513 -8.729  -0.20
C: -2.681 0.781 -7.268  -0.17
N: -1.634 0.520 -6.249  -0.22
C: -0.769 1.665 -5.941  -0.21
C: -0.359 1.646 -4.464  -0.15
C: 1.132 1.397 -4.218  -0.17
C: 1.421 1.005 -2.780  -0.12
N: 0.899 -0.383 -2.480  -0.07
C: 1.603 -1.467 -3.237  -0.11
C: 0.673 -2.665 -3.250  -0.20
N: 0.044 -2.909 -1.937  -0.06
C: 0.698 -2.310 -0.816  -0.72
I: 2.590 -3.353 -0.391  0.95
C: 0.738 -0.757 -0.998  -0.72
S: -0.894 -0.198 -0.437  0.94
S: 1.909 0.082 0.145  0.56
O: 1.645 1.472 0.135  -0.24
O: 1.950 -0.690 1.323  -0.27
F: 3.247 -0.119 -0.638  -0.15
C: -0.990 -0.717 -6.416  -1.06
S: -1.741 -2.111 -6.007  0.77
S: 0.603 -0.647 -7.138  0.97
C: 0.947 -2.344 -7.627  -0.47
C: 1.451 -3.321 -6.548  -0.29
C: 0.697 -4.661 -6.547  -0.12
H: -4.459 -1.850 -10.023  0.07
H: -4.751 -0.264 -9.306  0.08
H: -4.457 -1.650 -8.266  0.07
H: -2.321 -0.923 -10.298  0.11
H: -2.109 -1.654 -8.716  0.06
H: -2.877 1.238 -9.326  0.12
H: -1.252 0.736 -8.913  0.10
H: -3.555 0.187 -6.986  0.11
H: -2.966 1.827 -7.152  0.12
H: -1.353 2.564 -6.138  0.12
H: 0.115 1.730 -6.591  0.09
H: -0.999 0.914 -3.952  0.11
H: -0.609 2.614 -4.014  0.13
H: 1.677 2.337 -4.358  0.14
H: 1.556 0.698 -4.943  0.07
H: 2.481 1.040 -2.544  0.13
H: 0.886 1.695 -2.126  0.12
H: -0.072 -0.380 -2.822  0.13
H: 1.758 -1.133 -4.262  0.11
H: 2.576 -1.637 -2.776  0.10
H: 1.195 -3.547 -3.631  0.13
H: -0.126 -2.446 -3.969  0.06
H: 0.058 -3.910 -1.772  0.11
H: 0.099 -2.485 0.076  0.08
H: -0.689 1.126 -0.503  -0.08
H: 1.715 -2.191 -8.391  0.08
H: 0.058 -2.733 -8.127  0.06
H: 1.370 -2.835 -5.570  0.04
H: 2.515 -3.507 -6.714  0.11
H: 0.229 -4.807 -7.519  0.04
H: 1.398 -5.486 -6.398  0.07
H: -0.063 -4.701 -5.765  0.05
C: 1.109 -6.371 -10.280  -0.34
O: 0.764 -5.419 -9.599  -0.01
N: 1.006 -7.656 -9.903  -0.19
C: 1.426 -8.747 -10.761  -0.05
C: 0.445 -7.958 -8.597  -0.03
H: 1.536 -6.248 -11.289  0.14
H: 0.586 -9.405 -10.990  0.09
H: 2.211 -9.336 -10.283  0.09
H: 1.814 -8.343 -11.694  0.08
H: -0.570 -7.567 -8.515  0.10
H: 1.045 -7.505 -7.807  0.08
H: 0.428 -9.036 -8.462  0.09
C: 3.291 -0.832 6.688  -0.34
O: 3.289 -0.247 7.754  0.01
N: 2.247 -0.849 5.835  -0.19
C: 2.277 -1.564 4.577  -0.06
C: 1.042 -0.123 6.202  -0.03
H: 4.158 -1.412 6.329  0.13
H: 2.123 -0.881 3.742  0.06
H: 1.499 -2.331 4.552  0.09
H: 3.245 -2.050 4.458  0.09
H: 1.251 0.939 6.329  0.09
H: 0.635 -0.497 7.141  0.10
H: 0.305 -0.250 5.412  0.06
C: -3.961 -1.693 3.969  -0.37
O: -3.999 -1.978 2.782  -0.01
N: -3.110 -0.801 4.502  -0.18
C: -3.091 -0.469 5.914  -0.05
C: -2.192 -0.142 3.598  -0.05
H: -4.632 -2.153 4.712  0.14
H: -3.310 0.587 6.056  0.07
H: -2.119 -0.706 6.355  0.08
H: -3.857 -1.048 6.427  0.09
H: -2.744 0.410 2.834  0.09
H: -1.571 -0.885 3.090  0.08
H: -1.562 0.549 4.154  0.08
C: 1.335 3.058 8.633  -0.36
O: 0.237 3.573 8.506  0.00
N: 2.399 3.635 9.219  -0.19
C: 3.669 2.941 9.293  -0.05
C: 2.271 4.971 9.779  -0.04
H: 1.558 2.040 8.268  0.11
H: 3.981 2.802 10.330  0.09
H: 4.446 3.503 8.769  0.09
H: 3.557 1.965 8.826  0.06
H: 1.502 4.985 10.552  0.10
H: 1.975 5.682 9.006  0.09
H: 3.219 5.280 10.209  0.05
C: -6.515 1.768 5.796  -0.33
O: -5.312 1.613 5.676  0.00
N: -7.426 1.340 4.902  -0.19
C: -8.847 1.551 5.090  -0.06
C: -6.959 0.647 3.714  -0.03
H: -6.960 2.282 6.663  0.14
H: -9.379 0.599 5.132  0.09
H: -9.263 2.146 4.275  0.09
H: -9.012 2.082 6.025  0.08
H: -6.410 -0.256 3.981  0.08
H: -6.290 1.284 3.134  0.09
H: -7.818 0.375 3.104  0.09
C: 5.230 7.831 11.087  -0.34
O: 4.234 7.131 11.096  0.01
N: 5.625 8.569 10.031  -0.20
C: 6.815 9.392 10.065  -0.06
C: 4.816 8.530 8.825  -0.04
H: 5.899 7.922 11.958  0.13
H: 6.568 10.443 9.898  0.09
H: 7.529 9.078 9.301  0.09
H: 7.289 9.299 11.040  0.08
H: 3.800 8.869 9.031  0.09
H: 4.755 7.513 8.436  0.09
H: 5.268 9.176 8.076  0.08

Output
calculated total energy: -4424.65417 Eh
HOMO energy: -9.64 eV
net charge: +1
spin multiplicity: 1

---

Entry 2:
The following is a quantum chemistry calculation of C34H75N5O9S as an isolated structure, from the Open Molecules 2025 dataset.

Last column: Löwdin charge in e.
Atoms and positions in Å:
C: -1.535 -6.948 1.891  -0.12
C: -1.715 -7.200 0.306  -0.19
C: -0.956 -5.998 -0.402  -0.15
C: 0.508 -5.998 -0.234  0.03
C: 1.373 -4.869 -0.825  -0.12
C: 2.913 -4.940 -0.553  -0.11
C: 3.824 -4.907 -1.847  -0.17
O: 4.608 -3.676 -1.773  -0.12
C: 5.625 -3.726 -2.740  -0.30
O: 5.523 -3.195 -3.818  0.09
C: 0.677 -3.818 -1.556  -0.10
C: 1.435 -2.592 -2.170  -0.06
C: 1.423 -1.381 -1.112  -0.59
N: 1.499 -0.061 -1.784  0.07
N: 2.698 -1.507 -0.311  0.07
N: 0.319 -1.467 -0.135  0.08
C: -0.827 -3.838 -1.746  -0.27
N: -1.544 -2.841 -2.430  -0.23
S: -3.113 -3.369 -2.269  0.94
N: -3.073 -4.806 -1.394  -0.22
C: -1.695 -4.940 -1.166  -0.28
H: -1.326 -5.842 2.027  0.08
H: -0.618 -7.485 2.255  0.07
H: -2.466 -7.166 2.478  0.07
H: -1.186 -8.178 0.087  0.11
H: -2.798 -7.239 0.025  0.10
H: 1.004 -6.826 0.328  0.11
H: 3.251 -4.162 0.189  0.11
H: 3.102 -5.938 -0.046  0.11
H: 3.273 -5.020 -2.817  0.14
H: 4.585 -5.746 -1.734  0.13
H: 6.617 -4.253 -2.493  0.14
H: 0.861 -2.302 -3.104  0.11
H: 2.487 -2.808 -2.489  0.10
H: 2.463 0.297 -1.738  0.08
H: 0.964 0.593 -1.201  0.04
H: 2.493 -2.289 0.334  0.06
H: 2.683 -0.678 0.303  0.06
H: 0.634 -1.156 0.791  0.08
H: -0.496 -0.912 -0.425  0.08
C: 8.881 -3.764 -0.015  -0.06
C: 9.348 -4.879 -0.937  -0.50
C: 10.841 -5.130 -0.789  -0.07
O: 9.057 -4.531 -2.291  -0.07
H: 9.387 -2.823 -0.252  0.08
H: 7.809 -3.586 -0.139  0.07
H: 9.075 -4.009 1.032  0.08
H: 8.798 -5.796 -0.714  0.14
H: 11.414 -4.236 -1.053  0.08
H: 11.165 -5.925 -1.465  0.08
H: 11.093 -5.416 0.234  0.08
H: 9.538 -3.720 -2.500  0.09
C: -0.262 2.826 0.524  -0.06
C: 0.569 2.187 1.626  -0.48
C: 0.969 3.205 2.681  -0.05
O: 1.747 1.605 1.057  -0.08
H: 0.306 3.609 0.012  0.07
H: -0.532 2.086 -0.231  0.05
H: -1.177 3.264 0.925  0.08
H: 0.000 1.378 2.092  0.14
H: 1.579 4.000 2.243  0.06
H: 1.574 2.733 3.459  0.06
H: 0.090 3.655 3.147  0.09
H: 2.258 2.311 0.642  0.09
C: 0.642 -0.460 6.907  -0.07
C: 1.599 0.172 5.908  -0.50
C: 3.046 0.003 6.343  -0.07
O: 1.301 1.561 5.777  -0.06
H: 0.737 0.013 7.889  0.08
H: -0.393 -0.322 6.587  0.08
H: 0.835 -1.530 7.016  0.08
H: 1.456 -0.283 4.924  0.14
H: 3.222 0.492 7.307  0.08
H: 3.720 0.471 5.622  0.08
H: 3.310 -1.053 6.435  0.08
H: 1.424 1.975 6.640  0.09
C: 0.945 7.800 -0.395  -0.06
C: 1.823 7.175 0.677  -0.49
C: 3.231 7.751 0.644  -0.06
O: 1.882 5.763 0.481  -0.07
H: 1.347 7.601 -1.393  0.08
H: -0.059 7.370 -0.367  0.08
H: 0.866 8.881 -0.261  0.08
H: 1.380 7.346 1.661  0.14
H: 3.711 7.550 -0.319  0.08
H: 3.853 7.286 1.412  0.08
H: 3.220 8.830 0.809  0.08
H: 2.273 5.600 -0.387  0.09
C: -4.729 3.738 -0.799  -0.06
C: -3.371 3.516 -1.444  -0.48
C: -3.489 3.389 -2.954  -0.05
O: -2.780 2.330 -0.913  -0.08
H: -5.397 2.893 -0.998  0.08
H: -4.632 3.816 0.286  0.08
H: -5.200 4.649 -1.174  0.08
H: -2.706 4.347 -1.196  0.14
H: -4.115 2.533 -3.225  0.05
H: -2.508 3.219 -3.404  0.08
H: -3.923 4.290 -3.394  0.08
H: -3.360 1.588 -1.127  0.09
C: -6.097 -1.737 -4.300  -0.07
C: -6.121 -0.233 -4.077  -0.49
C: -5.347 0.501 -5.161  -0.06
O: -5.552 0.067 -2.801  -0.07
H: -5.071 -2.117 -4.274  0.05
H: -6.646 -2.252 -3.509  0.08
H: -6.541 -2.001 -5.263  0.08
H: -7.155 0.120 -4.061  0.14
H: -4.296 0.195 -5.165  0.09
H: -5.363 1.578 -4.982  0.07
H: -5.770 0.304 -6.149  0.08
H: -4.636 -0.242 -2.806  0.07
C: -8.537 3.861 0.438  -0.06
C: -7.574 4.560 1.386  -0.51
C: -8.268 4.974 2.675  -0.07
O: -7.034 5.716 0.747  -0.06
H: -9.359 4.526 0.159  0.08
H: -8.027 3.581 -0.486  0.07
H: -8.955 2.961 0.894  0.08
H: -6.738 3.896 1.616  0.13
H: -9.082 5.677 2.471  0.08
H: -7.568 5.484 3.340  0.08
H: -8.679 4.107 3.198  0.08
H: -7.766 6.310 0.539  0.09

Output
calculated total energy: -2689.47720 Eh
HOMO energy: -7.96 eV
spin multiplicity: 1

---

Entry 3:
The following is a quantum chemistry calculation of a 7-piece molecular cluster, C34H76N5O21P3 overall, from the Open Molecules 2025 dataset.

Last column: Löwdin charge in e.
Atoms and positions in Å:
H: 3.731 -4.805 -0.869  0.06
N: 2.809 -4.680 -1.254  0.07
C: 2.398 -5.735 -1.775  -0.37
C: 1.115 -5.776 -2.370  -0.38
P: 0.600 -4.087 -3.277  0.73
C: -0.828 -4.968 -3.979  -0.29
C: -1.873 -5.309 -2.934  -0.22
C: -3.236 -4.828 -3.360  -0.19
C: -3.987 -4.264 -2.221  -0.23
N: -5.198 -3.596 -2.693  0.02
C: -4.967 -2.309 -3.167  -0.60
N: -5.569 -2.104 -4.380  0.15
N: -4.313 -1.502 -2.514  0.21
H: -4.214 -0.635 -3.029  0.03
C: 0.061 -2.476 -4.147  -0.29
C: 0.457 -1.052 -3.801  -0.41
O: -0.641 -0.435 -3.164  -0.06
C: 1.705 -0.769 -3.027  -0.24
N: 2.772 -1.736 -3.264  0.01
P: 0.301 -3.201 -1.219  0.63
O: -0.999 -2.574 -1.232  -0.44
P: 2.458 -4.409 -4.547  0.60
O: 2.443 -5.750 -5.082  -0.46
H: 2.973 -6.620 -1.785  0.11
H: 0.435 -6.039 -1.602  0.07
H: 1.090 -6.579 -3.045  0.06
H: -1.289 -4.385 -4.730  0.06
H: -0.493 -5.836 -4.459  0.08
H: -1.909 -6.351 -2.810  0.10
H: -1.668 -4.909 -1.971  0.07
H: -3.786 -5.643 -3.727  0.11
H: -3.154 -4.057 -4.085  0.10
H: -3.354 -3.594 -1.699  0.08
H: -4.280 -5.030 -1.550  0.12
H: -5.918 -3.590 -1.994  0.12
H: -5.195 -2.711 -5.086  0.09
H: -5.463 -1.150 -4.675  0.06
H: -0.980 -2.458 -4.084  0.05
H: 0.254 -2.643 -5.171  0.06
H: 0.538 -0.528 -4.700  0.12
H: -0.520 -0.490 -2.208  0.08
H: 2.048 0.169 -3.336  0.11
H: 1.513 -0.628 -1.993  0.08
H: 3.637 -1.363 -2.917  0.08
H: 2.615 -2.567 -2.709  -0.03
H: 1.338 -2.355 -0.795  -0.01
H: 0.275 -4.218 -0.275  0.00
H: 3.612 -4.146 -3.837  -0.02
H: 2.443 -3.464 -5.566  -0.01
C: -1.182 -3.495 2.849  -0.06
C: -1.035 -2.563 4.034  -0.19
O: -0.218 -3.126 5.090  0.02
C: 1.093 -3.129 4.877  -0.62
O: 1.681 -2.691 3.920  0.12
O: 1.676 -3.704 5.930  -0.01
C: 3.096 -3.843 5.824  -0.03
H: -1.568 -4.460 3.178  0.08
H: -1.869 -3.072 2.117  0.08
H: -0.230 -3.675 2.355  0.06
H: -2.004 -2.398 4.495  0.12
H: -0.637 -1.593 3.746  0.13
H: 3.566 -2.886 5.616  0.09
H: 3.348 -4.559 5.045  0.10
H: 3.434 -4.216 6.785  0.09
C: -2.442 2.989 7.794  -0.06
C: -3.291 1.749 7.619  -0.21
O: -2.548 0.651 7.068  0.04
C: -1.723 0.032 7.910  -0.61
O: -1.576 0.286 9.079  0.12
O: -1.108 -0.938 7.238  0.01
C: -0.135 -1.677 7.986  -0.02
H: -1.974 3.264 6.848  0.08
H: -3.059 3.820 8.134  0.08
H: -1.653 2.825 8.524  0.07
H: -4.084 1.935 6.900  0.12
H: -3.753 1.444 8.556  0.12
H: -0.563 -2.082 8.898  0.10
H: 0.717 -1.043 8.228  0.10
H: 0.187 -2.486 7.352  0.06
C: 5.996 3.127 1.574  -0.06
C: 7.144 2.189 1.278  -0.20
O: 7.081 0.978 2.054  0.04
C: 6.184 0.086 1.662  -0.62
O: 5.452 0.182 0.708  0.12
O: 6.238 -0.951 2.490  0.01
C: 5.275 -1.985 2.236  -0.03
H: 5.950 3.345 2.641  0.08
H: 6.123 4.062 1.030  0.08
H: 5.043 2.690 1.284  0.08
H: 8.087 2.649 1.558  0.12
H: 7.197 1.941 0.219  0.12
H: 5.338 -2.342 1.212  0.09
H: 4.269 -1.626 2.444  0.10
H: 5.512 -2.794 2.918  0.09
C: -3.499 4.430 1.524  -0.06
C: -3.934 3.549 2.674  -0.22
O: -4.976 2.636 2.302  0.03
C: -4.586 1.590 1.572  -0.62
O: -3.454 1.340 1.243  0.12
O: -5.660 0.859 1.293  0.01
C: -5.409 -0.275 0.448  -0.03
H: -4.357 4.960 1.109  0.08
H: -2.768 5.161 1.866  0.08
H: -3.050 3.842 0.727  0.07
H: -4.365 4.153 3.469  0.12
H: -3.095 2.994 3.093  0.12
H: -4.627 -0.904 0.860  0.09
H: -5.134 0.043 -0.551  0.07
H: -6.338 -0.834 0.404  0.09
C: 8.040 8.578 -2.985  -0.07
C: 6.637 8.022 -2.896  -0.21
O: 6.380 7.384 -1.634  0.04
C: 6.179 8.202 -0.606  -0.62
O: 6.166 9.405 -0.641  0.12
O: 5.981 7.454 0.480  0.00
C: 5.825 8.199 1.693  -0.04
H: 8.772 7.796 -2.783  0.08
H: 8.222 8.978 -3.982  0.08
H: 8.194 9.376 -2.262  0.07
H: 6.495 7.239 -3.637  0.12
H: 5.888 8.791 -3.075  0.12
H: 5.035 8.937 1.596  0.09
H: 6.759 8.687 1.960  0.10
H: 5.560 7.476 2.456  0.09
C: -6.552 4.350 -4.929  -0.06
C: -6.776 3.219 -3.951  -0.21
O: -6.168 1.992 -4.384  0.04
C: -4.843 1.925 -4.242  -0.61
O: -4.137 2.774 -3.761  0.14
O: -4.445 0.741 -4.697  -0.05
C: -3.020 0.515 -4.647  -0.04
H: -6.900 4.067 -5.922  0.08
H: -7.095 5.237 -4.607  0.08
H: -5.496 4.602 -5.002  0.07
H: -7.836 2.992 -3.876  0.12
H: -6.417 3.472 -2.955  0.12
H: -2.639 0.670 -3.652  0.08
H: -2.512 1.170 -5.352  0.11
H: -2.861 -0.518 -4.933  0.09

Output
calculated total energy: -4218.92850 Eh
HOMO energy: -8.02 eV
structure (SMILES): [H]/N=C/CP(CCCCN/C(N)=N/[H])(C[C@@H](O)CN)([PH2]=O)[PH2]=O.CCOC(=O)OC.CCOC(=O)OC.CCOC(=O)OC.CCOC(=O)OC.CCOC(=O)OC.CCOC(=O)OC
spin multiplicity: 1

---

What are the gap between HOMO and LUMO values for these records? In order: 6.877; 7.368; 8.400 eV.